Below is a structure of composition C30H41BBrF4O3PPtSSi, with properties calculated with wB97M-V/def2-TZVPD.

```
84
C30H41BBrF4O3PPtSSi, DFT wB97M-V/def2-TZVPD
Pt 0.43 1.90 0.19
O 3.18 4.56 -0.33
S 2.05 3.80 -0.66
O 0.82 3.93 0.23
O 2.22 2.27 -0.63
C 1.50 4.12 -2.29
C 2.22 4.98 -3.09
C 1.81 5.17 -4.41
C 0.72 4.49 -4.90
C 0.00 3.62 -4.09
C 0.38 3.43 -2.77
P -0.71 2.40 -1.77
C -1.06 0.94 -2.70
C -2.37 0.50 -2.93
C -2.58 -0.64 -3.69
C -1.50 -1.33 -4.22
C -0.19 -0.88 -4.01
C 0.03 0.25 -3.25
C -2.10 3.31 -1.21
C -3.18 2.67 -0.56
C -4.24 3.43 -0.11
C -4.23 4.81 -0.27
C -3.16 5.45 -0.89
C -2.09 4.71 -1.35
H 3.09 5.48 -2.69
H 2.37 5.85 -5.04
H 0.41 4.63 -5.93
H -0.86 3.09 -4.49
H -3.22 1.05 -2.54
H -3.59 -0.97 -3.89
H -1.67 -2.21 -4.82
H 0.64 -1.42 -4.44
H 1.04 0.60 -3.08
H -3.17 1.60 -0.40
H -5.07 2.94 0.39
H -5.06 5.39 0.10
H -3.16 6.52 -1.00
H -1.26 5.21 -1.83
C 0.28 -1.19 4.13
C -0.35 -2.16 3.13
C -0.62 -3.50 3.86
C -1.69 -1.57 2.66
Si 0.81 -2.58 1.70
Br 0.55 -0.51 -0.03
C 0.21 -3.84 0.41
C 0.73 -5.20 0.95
C -1.32 -3.92 0.31
C 0.74 -3.66 -1.02
C 2.68 -2.40 1.96
C 2.99 -3.37 3.13
C 3.51 -2.83 0.75
C 3.13 -0.99 2.36
H -0.46 -0.98 4.91
H 0.54 -0.24 3.68
H 1.16 -1.60 4.62
H -1.23 -3.28 4.74
H 0.29 -3.99 4.21
H -1.18 -4.21 3.25
H -2.29 -1.36 3.55
H -2.26 -2.25 2.03
H -1.56 -0.63 2.13
H 0.41 -5.41 1.97
H 1.82 -5.27 0.91
H 0.33 -5.99 0.31
H -1.80 -4.19 1.25
H -1.58 -4.69 -0.41
H -1.76 -2.98 -0.03
H 1.82 -3.60 -1.08
H 0.31 -2.78 -1.50
H 0.42 -4.52 -1.61
H 2.70 -4.40 2.93
H 2.53 -3.06 4.07
H 4.08 -3.37 3.29
H 3.36 -3.88 0.48
H 4.57 -2.71 1.00
H 3.31 -2.21 -0.13
H 2.65 -0.61 3.25
H 2.98 -0.27 1.55
H 4.21 -1.03 2.56
F -1.36 1.69 3.71
B -0.66 2.40 2.84
F 0.67 2.02 2.64
F -0.89 3.70 2.68
F -1.23 1.76 1.26
```

Computed properties:
total charge	+2
energy above the lowest of the compared OMol25 structures with the same formula, charge and spin	2.60	kcal/mol
LUMO level	-8.288	eV